{"formula": "C5H21N3O4", "method": "ωB97M-V/def2-TZVPD", "symbols": ["C", "C", "C", "C", "N", "C", "N", "N", "H", "H", "H", "H", "H", "H", "H", "H", "H", "H", "H", "H", "H", "H", "H", "O", "H", "H", "O", "H", "H", "O", "H", "H", "O"], "coordinates": [[-0.53, 2.46, -0.99], [0.32, 1.12, -0.67], [0.67, 0.49, -1.95], [0.54, -1.05, -2.01], [0.83, -2.68, 1.16], [0.62, -2.68, -0.11], [1.27, -1.60, -0.84], [1.38, 1.32, 0.24], [-1.11, 2.52, -1.94], [0.12, 3.32, -0.95], [-1.10, 2.52, -0.12], [-0.39, 0.55, -0.05], [0.20, 1.06, -2.72], [1.69, 0.68, -2.38], [0.95, -1.44, -2.92], [-0.54, -1.46, -1.90], [0.57, -3.59, 1.65], [0.15, -3.47, -0.78], [1.68, -0.88, -0.29], [1.15, 1.86, 0.96], [2.28, 1.48, 0.12], [1.54, -1.14, 2.46], [2.72, -0.27, 2.61], [1.92, -0.47, 3.04], [0.40, 0.74, 2.53], [-0.33, -0.42, 2.17], [-0.52, 0.35, 2.60], [-1.84, 1.10, 1.78], [-2.77, 0.84, 0.65], [-2.64, 1.39, 1.39], [-3.14, -0.83, -1.68], [-3.39, -1.04, -0.21], [-2.72, -0.77, -0.82]], "orbital_gap_ha": 0.3426, "de_lowest_kj_mol": 139.9, "smiles": "[H]/N=C/NCC[C@H](C)N.O.O.O.O", "lumo_ev": 0.4, "total_energy_ha": -668.25157}



{"formula": "C5H21N3Si3", "method": "ωB97M-V/def2-TZVPD", "symbols": ["C", "C", "C", "C", "C", "N", "N", "N", "Si", "Si", "Si", "H", "H", "H", "H", "H", "H", "H", "H", "H", "H", "H", "H", "H", "H", "H", "H", "H", "H", "H", "H", "H"], "coordinates": [[2.48, 0.18, 3.19], [2.28, -1.59, 1.71], [-1.67, -1.22, -2.28], [-1.96, -1.63, 0.14], [1.36, -0.59, 2.44], [-1.37, -1.17, -0.85], [0.71, 0.43, 1.68], [-0.67, 1.65, -0.29], [-0.49, 2.72, -1.67], [-2.16, 1.82, 0.65], [0.48, 0.38, 0.07], [2.96, -0.48, 4.01], [3.26, 0.39, 2.56], [2.01, 1.10, 3.46], [2.57, -1.14, 0.87], [1.74, -2.40, 1.29], [2.99, -1.98, 2.37], [-2.26, -2.12, -2.62], [-2.15, -0.37, -2.63], [-0.79, -1.06, -2.74], [1.23, -1.16, -5.81], [-2.95, -2.08, 0.05], [-1.38, -1.56, 1.19], [0.74, -1.01, 3.19], [0.58, 2.26, -2.41], [-0.20, 4.11, -1.21], [-1.64, 2.57, -2.42], [-1.94, 1.72, 2.06], [-3.26, 1.12, 0.06], [-2.45, 3.17, 0.36], [0.97, -0.42, -1.03], [0.98, -1.64, -5.40]], "orbital_gap_ha": 0.3287, "de_lowest_kj_mol": 163.0, "lumo_ev": 0.7, "total_energy_ha": -1235.69707}